Entry 1:
C22H41BrMnNOP3 | ωB97M-V/def2-TZVPD

<S²>   6.158
Charge   +3
Spin multiplicity   5

Positions of all 70 atoms, in Å:
Mn 0.0262 -0.2829 0.8778
P 2.0935 0.9097 1.7256
P -1.1987 0.2034 3.0353
P -1.3010 2.6916 -0.3031
H -0.8313 -3.1027 -7.1752
C -0.4901 -2.0888 -7.4037
C 0.8018 -1.7357 -7.4064
H 1.5995 -2.4601 -7.2178
C 3.5030 -0.2423 1.9393
C 2.1763 1.9676 3.2168
C 2.7000 1.9773 0.3777
C -2.9827 -0.1231 2.7853
C -0.8234 -0.8501 4.4868
C -1.2190 1.8725 3.7992
C -0.6251 2.9748 -1.9413
C -0.8025 3.9971 0.8024
C -3.0670 2.4547 -0.3573
H -1.2650 -1.3668 -7.6950
H 1.1093 -0.7315 -7.7198
H 3.5521 -0.9154 1.0718
H 3.3769 -0.8572 2.8427
H 4.4435 0.3271 2.0088
H 1.7945 1.4285 4.0931
H 1.5719 2.8745 3.0910
H 3.2138 2.2668 3.4219
H 2.6278 1.4289 -0.5694
H 3.7446 2.2596 0.5589
H 2.0926 2.8845 0.2878
H -3.5242 0.0417 3.7282
H -3.1191 -1.1647 2.4674
H -3.3924 0.5382 2.0087
H -1.5995 -0.7268 5.2561
H 0.1471 -0.5800 4.9246
H -0.7787 -1.9067 4.2007
H -2.2371 2.1048 4.1428
H -0.9188 2.6473 3.0828
H -0.5421 1.9167 4.6620
H -0.7957 4.0209 -2.2404
H -1.0880 2.3027 -2.6772
H 0.4547 2.7696 -1.9335
H -0.6826 4.9174 0.2147
H 0.1546 3.7662 1.2894
H -1.5662 4.1631 1.5703
H -3.5225 3.2227 -0.9966
H -3.4912 2.5187 0.6528
H -3.2871 1.4610 -0.7724
C 0.2122 -0.4313 -2.1686
C -1.1177 -0.9276 -2.3397
C -1.6203 -1.0838 -3.6194
C -0.8126 -0.7734 -4.7141
C 0.5323 -0.4212 -4.5604
C 1.0757 -0.3121 -3.2928
O 0.6236 0.0352 -1.0144
H -0.6923 1.4526 0.1276
H -1.7377 -1.1314 -1.4623
H -2.6326 -1.4524 -3.7764
H -1.2278 -0.8688 -5.7178
H 1.1646 -0.2986 -5.4387
H 2.1202 -0.0707 -3.1197
Br 2.3075 -4.6130 4.3362
C 1.3605 -4.1205 2.7395
C 0.9137 -5.0913 1.8497
C 0.2049 -4.6837 0.7219
C -0.0414 -3.3230 0.5180
N 0.4270 -2.3832 1.3754
C 1.1208 -2.7681 2.4792
H 1.1167 -6.1336 2.0466
H -0.1669 -5.3945 -0.0145
H -0.6329 -2.9824 -0.3320
H 1.4698 -1.9979 3.1627

Force components x, y, z for each atom (eV/Å):
1.21 -0.36 1.77
0.17 -0.02 -0.26
-0.38 -0.28 0.10
0.44 -0.45 -0.41
0.20 0.32 -0.08
0.31 0.12 -0.25
-0.33 -0.28 -0.43
-0.29 0.25 0.05
-0.17 -0.23 -0.02
-0.12 -0.01 0.08
0.03 0.02 -0.18
0.02 -0.08 -0.06
0.23 -0.22 -0.08
0.02 0.31 -0.20
0.18 -0.05 -0.25
0.12 0.39 0.28
-0.32 -0.16 0.08
0.30 -0.34 0.02
-0.11 -0.36 0.12
0.04 0.17 0.22
0.12 0.25 -0.26
-0.35 -0.17 0.02
0.14 0.08 -0.19
0.14 -0.19 0.01
-0.25 -0.10 -0.13
0.11 0.11 0.25
-0.25 0.03 -0.04
0.14 -0.06 0.06
0.10 -0.06 -0.31
-0.05 0.22 0.07
0.05 -0.19 0.23
0.18 0.07 -0.26
-0.22 -0.02 -0.11
-0.11 0.19 0.06
0.30 -0.12 -0.02
-0.05 -0.20 0.28
-0.16 -0.01 -0.26
-0.01 -0.33 0.09
0.02 0.18 0.23
-0.25 0.15 0.07
-0.06 -0.15 0.17
-0.24 0.06 -0.20
0.14 0.00 -0.15
0.07 -0.13 0.17
0.07 0.05 -0.25
0.02 0.30 0.01
0.36 0.71 1.55
-0.71 -0.13 -0.71
-0.22 -0.23 1.52
-0.28 -0.05 -0.86
1.20 -0.01 0.82
-0.20 0.19 -1.14
-0.46 -1.10 -1.05
-0.63 1.14 -0.14
0.14 0.09 -0.20
0.20 0.15 0.04
0.16 0.21 0.41
-0.24 0.05 0.23
-0.15 0.05 -0.07
-0.49 0.31 -0.85
0.37 0.36 0.62
-0.11 0.36 -0.18
-0.17 0.45 -0.22
0.55 -0.42 0.79
-0.26 -0.01 -0.09
-0.43 -0.60 -0.73
-0.03 -0.08 -0.05
0.11 0.06 0.29
0.25 -0.07 0.17
-0.10 -0.13 -0.20

Entry 2:
C17H26N4OS | ωB97M-V/def2-TZVPD

Positions of all 49 atoms, in Å:
C -0.0747 5.4203 -1.5412
C -0.1002 3.9029 -1.7469
C -1.5073 3.4406 -2.1527
N 0.4612 3.2299 -0.5885
C -0.2774 3.3210 0.6538
C -1.0870 2.0711 1.0145
N -0.1987 0.9245 1.0098
C -0.8614 -0.2723 1.5310
C 0.0632 -1.4404 1.5531
C 1.1341 -1.6477 2.3737
C 1.7194 -2.8898 2.0268
C 0.9881 -3.4071 1.0061
N -0.0280 -2.5294 0.6969
C -0.9374 -2.7503 -0.2950
N -1.8377 -1.9250 -0.7055
C -2.5868 -2.4429 -1.7069
C -2.2633 -3.7006 -2.0909
S -0.9458 -4.2970 -1.1539
C 0.3057 0.7373 -0.3380
C 1.1145 1.9545 -0.8264
C 2.5805 1.9526 -0.3271
C 2.8494 2.3151 1.1360
O 2.3392 1.4070 2.0710
H 0.8954 5.7209 -1.1553
H -0.8419 5.7449 -0.8430
H -0.2478 5.9232 -2.4892
H 0.5808 3.6824 -2.5776
H -2.2343 3.6870 -1.3823
H -1.8063 3.9349 -3.0741
H -1.5236 2.3657 -2.3201
H 0.4280 3.4987 1.4717
H -0.9463 4.1795 0.6073
H -1.9227 1.9243 0.3087
H -1.5028 2.1947 2.0179
H -1.1606 -0.0416 2.5589
H -1.7583 -0.5161 0.9448
H 1.4793 -0.9724 3.1298
H 2.5790 -3.3368 2.4839
H 1.1008 -4.3260 0.4650
H -3.3708 -1.8392 -2.1260
H -2.7049 -4.3077 -2.8535
H -0.5307 0.5530 -1.0357
H 0.9538 -0.1413 -0.3519
H 1.1984 1.8270 -1.9138
H 2.9974 0.9617 -0.5213
H 3.1286 2.6750 -0.9359
H 2.4796 3.3328 1.3293
H 3.9339 2.3250 1.2919
H 1.3998 1.2413 1.8457

Force components x, y, z for each atom (eV/Å):
0.07 -0.27 -0.15
-0.15 0.28 -0.09
0.37 0.00 -0.04
0.03 -0.09 -0.05
-0.12 -0.11 0.18
0.04 0.34 0.01
0.03 0.02 0.04
-0.31 0.09 0.06
-0.03 0.27 0.37
-0.26 -0.01 -0.18
-0.06 -0.09 -0.12
0.30 -0.25 0.06
0.53 0.18 0.62
-0.60 -0.95 -1.10
0.42 0.50 0.60
-0.13 -0.65 -0.46
0.07 0.07 0.09
-0.20 0.66 0.21
0.07 0.09 -0.46
0.38 -0.30 0.03
-0.18 -0.02 0.26
0.20 0.24 -0.33
-0.14 -0.29 0.26
0.09 0.06 0.03
-0.11 0.07 0.08
-0.08 0.12 -0.08
-0.05 0.00 0.09
-0.11 0.02 0.10
-0.11 0.06 -0.10
-0.06 -0.11 -0.02
-0.12 0.03 0.08
0.01 0.03 0.05
0.03 -0.03 0.04
-0.02 0.00 -0.02
0.00 -0.05 -0.08
0.17 0.17 0.26
0.03 0.21 0.15
0.16 -0.14 0.04
0.05 -0.13 -0.07
-0.16 0.03 -0.14
-0.13 -0.10 -0.19
0.07 0.00 0.10
-0.01 0.00 -0.03
-0.09 0.02 0.13
0.11 -0.06 -0.03
0.02 0.01 -0.06
0.10 -0.01 -0.05
-0.10 0.11 -0.08
-0.03 -0.03 0.03

Entry 3:
C2H2FN | ωB97M-V/def2-TZVPD

Positions of all 6 atoms, in Å:
C 0.4579 0.2794 -0.5869
C 0.5280 -0.1410 0.6985
N -0.4167 0.8072 0.4349
F -2.0852 -0.3829 -0.2401
H 0.4528 0.2550 -1.7325
H 1.0631 -0.8178 1.4261

Force components x, y, z for each atom (eV/Å):
-2.36 -0.19 1.60
1.09 -0.29 -1.68
0.69 -1.58 -1.91
1.57 0.70 0.50
0.26 0.29 2.18
-1.24 1.07 -0.69

Entry 4:
C23H23N3O4PPd | ωB97M-V/def2-TZVPD

Charge   +1

Positions of all 55 atoms, in Å:
Pd -0.4447 0.0002 -0.4605
C 4.4399 -2.5351 -0.3541
O 3.2199 -2.1650 -1.0032
C 2.3073 -1.4262 -0.3793
O 1.3057 -1.1221 -1.0208
N 2.5510 -1.0686 0.8926
N 1.5915 -0.3498 1.6108
H 4.9780 -3.1400 -1.0754
H 4.2429 -3.1280 0.5400
H 5.0376 -1.6537 -0.1157
H 3.4773 -1.1745 1.2723
H 1.8232 0.6448 1.6424
H 1.5207 -0.7357 2.5422
O 1.3151 2.6383 1.5057
C 0.5070 2.4892 0.6065
O 0.6618 1.6286 -0.3652
C -0.6785 3.4104 0.4959
C -0.5060 4.7406 0.8610
C -1.5359 5.6507 0.6929
C -2.7566 5.2377 0.1746
C -2.9496 3.9082 -0.1596
C -1.9125 2.9899 -0.0017
P -2.2680 1.2417 -0.2590
C -3.3281 1.1253 -1.7131
C -4.7157 1.2290 -1.6390
C -5.4713 1.2081 -2.8022
C -4.8475 1.0867 -4.0356
C -3.4646 0.9862 -4.1130
C -2.7044 1.0028 -2.9553
C -3.2395 0.7352 1.1793
C -4.0195 -0.4216 1.1256
C -4.7121 -0.8462 2.2462
C -4.6220 -0.1279 3.4324
C -3.8421 1.0161 3.4932
C -3.1512 1.4502 2.3706
H 0.4507 5.0455 1.2627
H -1.3865 6.6877 0.9627
H -3.5603 5.9488 0.0397
H -3.9097 3.5845 -0.5409
H -5.2078 1.3289 -0.6798
H -6.5484 1.2904 -2.7436
H -5.4405 1.0722 -4.9404
H -2.9786 0.8959 -5.0750
H -1.6246 0.9265 -3.0138
H -4.1013 -0.9781 0.2002
H -5.3291 -1.7338 2.1953
H -5.1652 -0.4597 4.3072
H -3.7732 1.5796 4.4139
H -2.5512 2.3501 2.4258
C -2.6697 -3.9523 -1.2261
C -2.0208 -2.6860 -0.9337
N -1.5108 -1.6915 -0.7036
H -2.0060 -4.5641 -1.8346
H -3.5936 -3.7692 -1.7723
H -2.8921 -4.4722 -0.2959

Force components x, y, z for each atom (eV/Å):
0.03 0.12 -0.17
-0.01 -0.01 0.02
-0.02 0.12 -0.02
0.15 0.09 -0.14
-0.23 -0.24 0.07
0.03 -0.04 0.15
-0.03 0.06 -0.05
0.00 0.00 0.00
0.00 0.00 0.00
0.00 0.00 0.00
0.00 0.01 0.00
-0.01 -0.02 0.01
0.00 -0.01 0.01
-0.03 -0.07 -0.02
0.11 0.12 0.01
0.03 -0.11 0.03
-0.04 -0.07 0.01
0.01 -0.01 0.00
-0.01 0.00 0.00
0.00 0.00 0.00
0.03 0.00 0.00
-0.03 0.03 0.01
-0.04 0.04 0.09
0.08 -0.06 -0.03
-0.01 0.01 0.00
0.00 0.00 0.02
0.01 0.00 -0.01
-0.01 0.00 -0.01
-0.02 -0.01 0.01
-0.02 -0.03 -0.01
-0.01 0.02 -0.01
0.00 0.00 0.00
0.00 0.00 0.00
0.00 0.00 0.01
0.00 0.03 0.01
0.00 0.00 0.00
0.00 0.00 0.00
0.00 0.00 0.00
-0.01 0.01 0.00
0.00 -0.01 0.01
0.00 0.00 0.00
0.00 0.00 0.00
0.00 0.00 0.00
0.00 0.00 0.00
-0.01 0.01 0.00
0.00 0.00 0.00
0.00 0.00 0.00
0.00 0.00 0.00
-0.01 -0.01 0.00
-0.01 0.00 0.00
0.01 -0.02 0.01
0.07 0.06 -0.01
0.00 0.00 0.00
0.00 0.00 0.00
0.00 0.00 0.00

What ΔE to the lowest compared entry with this formula, charge and spin values result from the calculations? In sequence: 0.000; 2.700; 5.108; 0.000 eV.
What DFT total energy values result from the calculations? In sequence: -156219.2513; -36893.4224; -6307.8869; -49648.6877 eV.